1.
The following is a quantum chemistry calculation of a 10-piece molecular cluster, C55H99N18O3 overall at a distorted geometry, from the OMol25 dataset.

energy above the lowest of the compared OMol25 structures with the same formula, charge and spin	0.0	kJ/mol
E_tot	-91530.3868	eV
LUMO	-12.8	eV

Structure (ORCA input):
```
! wB97M-V def2-TZVPD RIJCOSX def2/J DEFGRID3
* xyz 7 1
C 1.272 19.920 18.933
O 2.243 19.304 18.334
O 1.585 20.632 19.990
O 0.027 19.666 18.672
C 0.728 28.169 19.905
C 1.177 27.845 18.455
N 2.150 26.754 18.478
C 3.484 26.843 18.221
C 3.999 25.597 18.322
N 2.962 24.711 18.590
C 1.860 25.471 18.732
C 3.147 23.270 18.801
H 1.578 28.288 20.577
H 0.052 27.409 20.301
H 0.204 29.123 19.870
H 1.529 28.791 18.047
H 0.238 27.701 17.918
H 3.996 27.771 18.019
H 5.028 25.337 18.134
H 0.895 25.084 19.009
H 3.291 23.104 19.868
H 4.041 22.930 18.285
H 2.282 22.708 18.459
C 5.262 23.010 22.092
C 5.903 22.063 21.049
N 5.599 20.649 21.306
C 6.100 19.928 22.366
C 5.506 18.705 22.331
N 4.604 18.716 21.303
C 4.699 19.878 20.657
C 3.688 17.664 20.989
H 5.616 24.008 21.828
H 5.520 22.663 23.087
H 4.189 23.152 21.961
H 6.988 22.170 21.010
H 5.641 22.257 20.008
H 6.848 20.335 23.027
H 5.551 17.879 23.023
H 4.165 20.145 19.752
H 3.292 17.803 19.983
H 2.856 17.716 21.695
H 4.226 16.737 21.186
C 0.991 19.154 23.497
C 2.077 19.987 24.224
N 1.917 21.426 24.134
C 1.853 22.162 22.966
C 1.584 23.428 23.374
N 1.518 23.477 24.747
C 1.713 22.228 25.176
C 1.207 24.653 25.561
H 0.036 19.241 24.002
H 1.442 18.158 23.522
H 0.999 19.333 22.417
H 3.064 19.682 23.877
H 1.977 19.681 25.265
H 1.925 21.756 21.965
H 1.362 24.313 22.799
H 1.639 21.794 26.162
H 0.201 24.496 25.960
H 1.149 25.587 25.013
H 1.862 24.692 26.427
C -2.030 17.546 13.661
C -0.525 17.869 13.562
N -0.258 19.210 14.086
C -0.029 19.506 15.411
C -0.215 20.862 15.554
N -0.330 21.378 14.273
C -0.467 20.356 13.429
C -0.593 22.760 13.872
H -2.365 16.851 12.895
H -2.551 18.485 13.445
H -2.372 17.267 14.656
H -0.211 17.851 12.521
H 0.015 17.197 14.229
H 0.032 18.754 16.185
H -0.188 21.488 16.428
H -0.777 20.369 12.395
H 0.228 23.443 14.079
H -1.454 23.080 14.455
H -0.796 22.808 12.805
C 0.114 16.524 20.447
C -1.023 15.732 19.783
N -0.589 15.120 18.542
C -0.841 15.559 17.269
C -0.186 14.717 16.402
N 0.377 13.737 17.190
C 0.101 13.976 18.461
C 1.078 12.543 16.672
H 0.789 16.899 19.669
H 0.701 15.911 21.130
H -0.262 17.431 20.915
H -1.776 16.495 19.596
H -1.399 15.003 20.497
H -1.472 16.417 17.119
H -0.191 14.618 15.330
H 0.516 13.529 19.352
H 0.325 11.810 16.378
H 1.707 12.082 17.427
H 1.635 12.767 15.766
C -2.508 21.657 25.628
C -3.349 21.637 24.357
N -2.594 21.471 23.111
C -2.359 20.264 22.476
C -1.708 20.548 21.308
N -1.541 21.907 21.244
C -2.148 22.442 22.316
C -0.876 22.572 20.148
H -2.060 22.623 25.849
H -1.730 20.890 25.569
H -3.131 21.326 26.458
H -3.932 22.549 24.197
H -4.173 20.924 24.401
H -2.760 19.349 22.880
H -1.194 19.911 20.595
H -2.110 23.476 22.622
H -1.024 23.652 20.111
H -1.173 22.154 19.192
H 0.185 22.422 20.359
C 4.555 15.718 11.612
C 3.223 16.421 11.857
N 3.078 16.843 13.259
C 3.048 18.166 13.670
C 3.016 18.204 15.028
N 2.891 16.880 15.434
C 2.879 16.104 14.350
C 2.979 16.414 16.832
H 4.615 15.372 10.579
H 4.747 14.822 12.201
H 5.360 16.449 11.694
H 2.368 15.781 11.628
H 3.121 17.249 11.158
H 3.060 18.955 12.937
H 3.155 18.914 15.831
H 2.818 15.031 14.245
H 3.452 15.433 16.760
H 1.993 16.288 17.268
H 3.668 17.085 17.334
C -4.092 19.725 18.599
C -3.068 19.666 17.453
N -3.593 20.385 16.285
C -4.509 19.960 15.325
C -4.783 21.073 14.567
N -4.157 22.156 15.154
C -3.453 21.692 16.193
C -4.345 23.551 14.787
H -4.773 18.872 18.614
H -4.606 20.673 18.746
H -3.626 19.573 19.579
H -2.710 18.672 17.210
H -2.230 20.277 17.795
H -4.826 18.934 15.253
H -5.305 21.261 13.642
H -2.833 22.279 16.849
H -4.340 24.211 15.652
H -5.280 23.698 14.252
H -3.520 23.860 14.144
C 6.005 19.459 16.563
C 6.779 18.143 16.496
N 7.634 17.942 17.690
C 7.675 16.774 18.445
C 8.699 16.886 19.331
N 9.222 18.153 19.188
C 8.537 18.777 18.249
C 10.309 18.716 20.002
H 5.623 19.604 15.550
H 6.603 20.352 16.756
H 5.208 19.502 17.308
H 7.442 18.085 15.636
H 6.097 17.301 16.603
H 7.005 15.949 18.271
H 9.108 16.234 20.086
H 8.803 19.750 17.865
H 10.404 19.795 19.899
H 11.239 18.308 19.608
H 10.147 18.445 21.040
*
```

---

2.
The following is a quantum chemistry calculation of a 14-piece molecular cluster, C56H102N8O12S6 overall at a distorted geometry, from the OMol25 dataset.

E_tot	-161223.2687	eV
LUMO	0.1	eV

Structure (ORCA input):
```
! wB97M-V def2-TZVPD RIJCOSX def2/J DEFGRID3
* xyz 0 1
C 1.981 -3.346 2.094
C 1.482 -3.945 3.397
C 0.879 -5.393 3.331
C 1.457 -6.349 2.354
N 1.914 -7.051 1.571
H 1.167 -3.624 1.425
H 2.899 -3.779 1.696
H 1.954 -2.258 2.158
H 0.719 -3.224 3.689
H 2.318 -3.880 4.094
H -0.166 -5.243 3.057
H 0.831 -5.940 4.273
C 1.327 -1.539 -6.924
C -0.011 -1.021 -6.316
C 0.052 -1.095 -4.826
C 0.399 -2.429 -4.302
N 0.652 -3.507 -3.922
H 2.153 -0.876 -6.670
H 1.179 -1.721 -7.989
H 1.496 -2.522 -6.485
H -0.800 -1.668 -6.700
H -0.142 0.060 -6.371
H -0.887 -0.773 -4.374
H 0.758 -0.374 -4.415
C 1.080 0.132 4.250
C 0.709 1.043 5.456
C 1.897 1.945 5.896
C 3.026 1.352 6.598
N 3.909 0.909 7.182
H 0.203 -0.394 3.874
H 1.709 -0.648 4.679
H 1.697 0.607 3.487
H 0.290 0.484 6.293
H -0.033 1.706 5.011
H 1.465 2.619 6.636
H 2.295 2.638 5.154
C -4.337 -1.079 4.001
C -2.835 -1.168 3.670
C -2.479 -2.510 2.991
C -2.514 -3.705 3.808
N -2.559 -4.656 4.444
H -4.898 -1.086 3.067
H -4.631 -0.128 4.445
H -4.676 -1.896 4.639
H -2.208 -1.027 4.550
H -2.617 -0.329 3.009
H -1.437 -2.461 2.673
H -3.028 -2.746 2.080
C 3.272 5.911 3.134
C 3.400 6.459 1.786
C 2.119 6.576 1.037
C 1.396 5.327 0.830
N 0.769 4.386 0.683
H 3.034 6.662 3.888
H 4.145 5.447 3.592
H 2.516 5.127 3.145
H 4.011 5.793 1.178
H 3.889 7.420 1.948
H 2.167 7.031 0.048
H 1.430 7.226 1.577
C -3.872 6.649 -2.984
C -2.549 6.029 -3.480
C -1.832 5.032 -2.623
C -2.659 3.906 -2.178
N -3.317 3.021 -1.814
H -3.762 7.473 -2.279
H -4.585 5.960 -2.531
H -4.358 7.153 -3.820
H -1.940 6.921 -3.627
H -2.726 5.541 -4.439
H -1.636 5.492 -1.654
H -0.904 4.666 -3.062
C -6.476 -0.939 -0.480
C -5.474 0.019 -1.127
C -6.280 1.150 -1.883
C -7.043 0.670 -3.063
N -7.626 0.364 -3.982
H -5.925 -1.804 -0.110
H -7.342 -1.184 -1.095
H -6.890 -0.531 0.442
H -4.815 -0.552 -1.781
H -4.849 0.577 -0.430
H -5.607 1.900 -2.300
H -6.970 1.670 -1.219
C 5.876 1.375 4.130
C 4.865 0.300 3.775
C 4.486 0.572 2.341
S 4.376 2.318 2.115
O 2.986 2.784 2.246
O 5.269 2.837 1.051
C 5.252 2.671 3.723
H 6.763 1.106 3.557
H 6.211 1.302 5.164
H 4.022 0.501 4.436
H 5.275 -0.690 3.975
H 3.561 0.161 1.936
H 5.346 0.372 1.701
H 4.479 2.895 4.457
H 5.906 3.534 3.600
C 3.405 1.774 -3.767
C 4.112 2.995 -3.168
C 4.383 2.548 -1.748
S 5.074 0.825 -1.819
O 4.656 0.017 -0.662
O 6.410 0.805 -2.355
C 4.041 0.404 -3.246
H 3.532 1.919 -4.839
H 2.332 1.767 -3.580
H 3.598 3.927 -3.401
H 5.066 3.147 -3.672
H 3.497 2.460 -1.120
H 5.142 3.188 -1.299
H 3.232 -0.221 -2.867
H 4.632 -0.166 -3.963
C -4.280 3.533 3.903
C -3.496 2.728 2.794
C -3.026 3.760 1.731
S -3.864 5.337 2.012
O -4.528 5.806 0.775
O -2.963 6.187 2.765
C -5.086 4.640 3.173
H -3.701 4.090 4.639
H -4.899 2.941 4.577
H -4.179 2.002 2.352
H -2.640 2.211 3.229
H -3.337 3.502 0.718
H -1.967 4.008 1.670
H -5.821 4.179 2.514
H -5.507 5.396 3.835
C 0.433 1.042 0.674
C 1.063 -0.253 0.135
C -0.060 -1.276 -0.235
S -1.482 -0.228 -0.793
O -2.656 -0.436 0.062
O -1.707 -0.264 -2.234
C -0.757 1.464 -0.288
H 1.188 1.821 0.776
H -0.009 0.893 1.659
H 1.835 -0.764 0.711
H 1.566 0.036 -0.788
H -0.348 -1.951 0.570
H 0.189 -1.914 -1.083
H -1.547 2.140 0.039
H -0.296 1.840 -1.202
C 5.941 -4.313 -0.764
C 4.694 -5.259 -0.719
C 3.762 -4.847 -1.879
S 3.964 -2.967 -2.125
O 2.782 -2.258 -1.575
O 4.381 -2.765 -3.512
C 5.459 -2.879 -1.007
H 6.583 -4.537 -1.616
H 6.504 -4.397 0.166
H 4.162 -5.199 0.230
H 4.975 -6.311 -0.660
H 2.690 -4.996 -1.753
H 4.156 -5.239 -2.817
H 4.992 -2.441 -0.125
H 6.174 -2.136 -1.363
C -2.370 -6.685 -2.139
C -3.635 -6.083 -1.715
C -3.515 -5.468 -0.286
S -1.908 -4.505 -0.560
O -1.121 -4.477 0.652
O -2.219 -3.292 -1.261
C -1.230 -5.769 -1.760
H -2.256 -7.043 -3.163
H -2.281 -7.565 -1.502
H -4.472 -6.779 -1.776
H -3.922 -5.331 -2.450
H -3.368 -6.160 0.543
H -4.346 -4.821 -0.004
H -0.455 -6.251 -1.165
H -0.762 -5.165 -2.538
N -3.318 -2.443 -3.887
C -2.934 -3.433 -4.781
C -3.503 -3.049 -6.002
C -4.159 -1.874 -5.807
C -4.049 -1.509 -4.488
H -2.991 -2.330 -2.938
H -2.301 -4.252 -4.471
H -3.408 -3.702 -6.856
H -4.599 -1.381 -6.661
H -4.358 -0.642 -3.924
*
```